Record 1
This record from the OMol25 dataset describes a cluster of 2 separate species, C3H7FIN in total in a non-equilibrium geometry. The level of theory is ωB97M-V/def2-TZVPD.

Calculated values
spin multiplicity	1
HOMO-LUMO gap (spin up / spin down)	0.2823 / 0.2820	hartree

Each line ends with the Löwdin charge.
Positions of all 13 atoms, in Å:
H 1.7251 -0.8743 -0.0503  0.092
H -0.9845 1.3903 2.2311  0.103
H -0.1792 -0.2669 -2.1869  0.075
H 0.1152 2.0360 1.1186  0.104
N -1.2463 0.7655 0.1753  -0.471
F 0.5522 0.2184 1.7416  -0.176
H -0.0484 -1.4572 0.0053  0.015
C 0.4324 -0.0057 -1.3397  0.048
H 1.0787 -1.9159 -1.4391  0.088
C -0.5024 1.1503 1.2705  -0.443
I -2.6867 -0.7888 0.4401  0.660
C 0.8408 -1.2075 -0.6460  -0.174
H 0.9032 0.9558 -1.3205  0.078

Cartesian forces (eV/Å) of the 3 atoms listed first:
H -0.714 -1.213 -0.018
H -0.707 -0.502 -0.433
H -0.461 0.794 -0.311

Record 2
This record from the OMol25 dataset describes a cluster of 2 separate species, C3H7FINO in total in a non-equilibrium geometry. The level of theory is ωB97M-V/def2-TZVPD.

Calculated values
spin multiplicity	1
HOMO-LUMO gap	0.3571	hartree

Each line ends with the Löwdin charge.
Positions of all 14 atoms, in Å:
H 3.2827 -0.7610 -0.8904  -0.235
H -1.8172 -2.7846 -0.1372  0.110
F -0.4720 0.7163 -1.0216  0.072
C -1.4216 -1.7772 -0.5123  -0.121
H -0.4258 -1.8573 -0.9341  -0.065
H -2.2384 -1.6628 -1.3953  0.133
H 0.7699 2.4731 0.0902  0.083
H 1.7141 1.8877 1.5896  0.102
I 2.1460 -1.7478 -1.7365  0.447
H 0.1557 2.9981 1.8004  0.095
C -0.6522 0.2963 0.2549  -0.505
O -1.4483 -0.7475 0.4318  -0.028
C 0.6030 2.0988 1.1837  -0.148
N -0.1958 0.8677 1.2768  0.061

Cartesian forces (eV/Å) of the 3 atoms listed first:
H -1.272 -1.099 -0.938
H 1.075 1.618 0.438
F -0.269 -0.576 0.376

Record 3
This record from the OMol25 dataset describes a cluster of 2 separate species, C3H7FINO in total in a non-equilibrium geometry. The level of theory is ωB97M-V/def2-TZVPD.

Calculated values
spin multiplicity	1
HOMO-LUMO gap	0.3455	hartree

Each line ends with the Löwdin charge.
Positions of all 14 atoms, in Å:
C 0.6389 -0.4682 -1.8014  -0.809
H -0.9937 -0.0162 2.7874  0.081
O 0.8999 0.4783 -2.6463  -0.094
H -1.8633 0.7636 1.5750  0.079
H 0.1297 0.7589 -3.2401  0.143
I -1.0029 -1.7251 -2.0954  0.904
H -0.6072 -1.0821 0.5879  0.040
C -0.1004 -0.2472 0.9511  -0.493
C -0.8713 0.5706 1.8938  -0.045
N 0.2847 0.5332 -0.1218  0.053
F 1.0550 -0.7977 1.7131  -0.101
H 1.5920 -1.0560 -1.6270  0.097
H 1.2333 0.8973 -0.2643  0.085
H -0.3946 1.3906 2.2881  0.060

Cartesian forces (eV/Å) of the 3 atoms listed first:
C 0.545 -0.412 4.449
H -0.272 -0.660 0.528
O -1.067 2.086 -3.248

Record 4
This record from the OMol25 dataset describes a cluster of 2 separate species, C3H7FN2O2 in total in a non-equilibrium geometry. The level of theory is ωB97M-V/def2-TZVPD.

Calculated values
spin multiplicity	1
HOMO-LUMO gap	0.3954	hartree

Each line ends with the Löwdin charge.
Positions of all 15 atoms, in Å:
O -2.3387 1.0530 0.0232  0.121
H -0.9739 -1.5156 -1.0770  0.092
N -0.1547 -1.4351 -0.4900  0.127
F -1.1237 0.8216 -2.1724  -0.095
H 2.3802 0.3957 -0.6875  0.124
H 0.9988 0.7220 1.7863  0.112
C -1.5622 0.3057 0.5373  -0.450
H -1.6238 1.4129 -1.6134  0.076
H 0.3788 -2.2701 -0.2981  0.097
H 1.6869 -0.7777 1.2854  0.111
C -0.3008 -0.4079 0.4939  -0.309
O -1.4937 -0.6646 1.4186  0.172
H 1.1374 1.4140 -0.2849  0.054
C 1.1170 0.0562 0.9565  -0.242
N 1.8722 0.8899 0.1220  0.010

Cartesian forces (eV/Å) of the 3 atoms listed first:
O -0.441 0.302 0.815
H 0.338 -0.482 -0.074
N -0.740 1.625 0.299

Record 5
This record from the OMol25 dataset describes the ion C3H7FN3 with charge +1 in a non-equilibrium geometry. The level of theory is ωB97M-V/def2-TZVPD.

Calculated values
spin multiplicity	1
charge	+1
HOMO-LUMO gap (spin up / spin down)	0.2214 / 0.3906	hartree

Each line ends with the Löwdin charge.
Positions of all 14 atoms, in Å:
N 1.1897 -0.1026 0.5521  0.217
H -0.0959 -1.1716 -0.2876  0.162
N 3.0316 -1.5117 0.4475  0.311
C 1.8080 -1.2296 0.3902  -0.367
N -0.1181 -0.1618 0.0244  -0.012
C -0.7203 0.8295 -0.7437  -0.039
H -1.9278 2.6606 -0.8023  0.130
F 0.7854 -2.3537 0.2601  -0.053
H -0.7174 -0.3023 0.8936  0.227
H -0.2406 1.2040 -1.6352  0.131
H 3.3020 -2.5094 0.4538  0.134
H -2.8493 1.2183 -0.2633  0.119
C -1.8117 1.6884 -0.1878  -0.051
H -1.6357 1.7420 0.8981  0.091

Cartesian forces (eV/Å) of the 3 atoms listed first:
N 1.298 2.817 -0.609
H -0.983 0.284 -0.930
N 0.231 -0.090 0.336

Record 6
This record from the OMol25 dataset describes the ion C3H7FNO with charge +1 in a non-equilibrium geometry. The level of theory is ωB97M-V/def2-TZVPD.

Calculated values
spin multiplicity	1
charge	+1
HOMO-LUMO gap	0.4559	hartree

Each line ends with the Löwdin charge.
Positions of all 13 atoms, in Å:
N -0.2309 0.2515 0.0004  -0.277
H -0.0662 0.3278 2.0914  0.132
H 1.1345 -0.7062 1.2794  0.128
H -0.7973 -1.8398 0.0768  0.176
C -1.3005 -0.8685 0.0298  -0.134
H 1.2504 1.0133 -1.2755  0.131
H -0.1267 0.2565 -2.0960  0.132
C 0.5434 0.1828 -1.2377  0.051
O -2.4310 -0.6042 0.0047  0.248
H 1.2823 1.0624 1.2061  0.131
F -0.9293 1.4527 -0.0118  0.102
C 0.5789 0.2280 1.2169  0.051
H 1.0923 -0.7563 -1.2845  0.128

Cartesian forces (eV/Å) of the 3 atoms listed first:
N -0.493 0.611 -0.022
H -0.088 -0.041 -0.196
H -0.091 -0.074 -0.201

Record 7
This record from the OMol25 dataset describes the molecule C3H7FO in a non-equilibrium geometry. The level of theory is ωB97M-V/def2-TZVPD.

Calculated values
spin multiplicity	1
HOMO-LUMO gap	0.4368	hartree

Each line ends with the Löwdin charge.
Positions of all 12 atoms, in Å:
H 1.7466 0.0505 -1.2228  0.068
H 0.9797 1.4901 -1.3887  0.090
C 0.3685 0.3843 0.2909  -0.586
H 0.7794 -0.5452 1.0186  0.191
H -2.2364 -1.3560 -0.5790  0.110
H -1.9991 -0.4862 1.2469  0.090
O -0.7671 0.0800 -0.3106  -0.121
C 1.4082 0.8467 -0.6317  -0.013
H -1.0549 -1.8733 0.5348  0.096
H 2.1164 1.3288 0.0853  0.112
F 0.1166 1.2969 1.2874  -0.001
C -1.6594 -0.9206 0.3034  -0.037

Cartesian forces (eV/Å) of the 3 atoms listed first:
H 1.110 -1.362 -0.280
H -0.078 0.865 0.239
C 1.099 -3.591 3.405

Record 8
This record from the OMol25 dataset describes the molecule C3H7FS in a non-equilibrium geometry. The level of theory is ωB97M-V/def2-TZVPD.

Calculated values
spin multiplicity	1
HOMO-LUMO gap	0.3829	hartree

Each line ends with the Löwdin charge.
Positions of all 12 atoms, in Å:
H -0.8341 1.4276 -0.0751  0.102
H -0.7331 -1.7456 -0.4696  0.092
H 1.7531 1.6260 0.5403  0.147
C -0.7174 -0.6850 -0.9435  -0.085
H -0.6971 -1.0462 1.9411  -0.133
S -1.1191 0.2510 1.8427  0.689
C -0.2948 0.4229 0.1678  -0.718
F 1.7019 0.4865 -1.2085  -0.188
H -1.8270 -0.6952 -1.1900  0.090
H 1.5814 -0.2789 0.8079  0.133
H 0.0090 -0.4271 -1.6500  0.024
C 1.1772 0.6639 0.2369  -0.151

Cartesian forces (eV/Å) of the 3 atoms listed first:
H 1.020 -1.617 -0.304
H 1.167 1.593 -0.839
H -1.854 -1.597 -0.202

Record 9
This record from the OMol25 dataset describes a cluster of 2 separate species, C3H7FS3 in total in a non-equilibrium geometry. The level of theory is ωB97M-V/def2-TZVPD.

Calculated values
spin multiplicity	1
HOMO-LUMO gap (spin up / spin down)	0.2849 / 0.2835	hartree

Each line ends with the Löwdin charge.
Positions of all 14 atoms, in Å:
H -1.1968 -0.5662 1.0842  0.046
H 1.0989 -2.0084 0.0618  -0.141
S 1.8952 -1.2624 -0.7072  0.653
H -2.6278 -0.1095 0.1665  0.082
C -0.8419 0.9440 -0.3479  -0.236
S 1.3875 0.0326 1.9261  0.667
F -0.8968 1.9999 0.4882  -0.025
C -1.5492 -0.2731 0.0922  -0.113
C 1.6101 0.2437 0.1780  -1.504
H 0.9513 1.2742 2.1443  -0.125
S 2.6254 1.6110 -0.3066  0.662
H -1.3648 -1.0761 -0.6159  0.071
H -0.7647 1.2414 -1.3830  0.108
H 2.8250 1.1791 -1.5528  -0.146

Cartesian forces (eV/Å) of the 3 atoms listed first:
H 0.014 -0.061 -0.003
H -0.164 -0.126 0.021
S 0.188 0.201 0.081

Molecular weight? In order: 203.00 219.00 219.00 122.10 104.11 92.09 78.09 94.15 158.29 g/mol.